{
  "formula": "CH3NOS",
  "method": "ωB97M-V/def2-TZVPD",
  "total_energy_ha": -568.066060,
  "relative_energy_kj_mol": 91.1,
  "homo_energy_ev": -9.006,
  "elements": ["O", "C", "N", "S", "H", "H", "H"],
  "xyz": [[-0.329, -1.386, 0.991], [-0.093, -1.296, -0.201], [0.163, -0.144, -0.858], [0.105, 1.340, 0.054], [-0.206, -2.144, -0.911], [0.301, -0.049, -1.856], [0.273, 0.614, 1.194]],
  "forces_ev_per_angstrom": [[0.50, 0.09, -0.51], [-1.04, -0.61, -0.58], [0.05, 1.00, 0.50], [0.22, -0.58, 0.10], [0.37, 0.08, 0.36], [-0.03, -0.43, 0.33], [-0.08, 0.46, -0.20]],
  "mulliken_charge": [-0.569, 0.186, -0.206, -0.141, 0.296, 0.257, 0.176]
}